Entry 1:
# C23H48As3N3O2P2Pd

A molecular structure, C23H48As3N3O2P2Pd (wB97M-V/def2-TZVPD, the Open Molecules 2025 dataset).

Properties
Net charge = +4
HOMO level (spin up / spin down) = -0.7225 / -0.7222 Eh
Electronic energy = -237731.7857 eV
ΔE to the lowest compared entry with this formula, charge and spin = 114.1 kcal/mol
Gap between HOMO and LUMO (spin up / spin down) = 0.242 / 0.242 Ha

Geometry as XYZ:
```
82
Properties=species:S:1:pos:R:3:forces:R:3
Pd 0.1412 -0.0771 0.1169 -0.4 0.1 0.2
C -2.4177 -0.7639 -2.7459 0.0 0.0 -0.1
As -2.1840 -0.2426 -0.9195 -0.1 0.0 0.5
C -3.5405 -1.2334 0.0370 -0.1 -0.1 -0.1
C -2.6966 1.6157 -0.8091 -0.1 0.0 -0.2
C -3.4458 2.2247 -1.8090 -0.1 0.1 0.1
C -3.9005 3.5280 -1.6166 0.0 0.0 0.0
C -3.6145 4.2067 -0.4391 0.0 0.0 0.0
C -2.8492 3.6019 0.5553 0.0 0.0 -0.1
C -2.3787 2.3107 0.3553 -0.1 0.0 -0.1
As -1.3209 1.3313 1.6107 0.4 0.5 -0.7
C -2.5907 0.6582 2.8823 0.1 -0.2 0.1
C -0.1688 2.5179 2.5722 0.1 0.0 0.2
H -1.7100 -0.2596 -3.3976 0.0 0.0 0.0
H -3.4453 -0.4921 -2.9893 0.0 0.0 -0.1
H -2.3204 -1.8419 -2.8334 -0.1 0.0 0.0
H -4.4698 -0.6657 -0.0136 0.0 0.0 0.0
H -3.2497 -1.3919 1.0706 0.0 0.0 0.0
H -3.6993 -2.2004 -0.4373 0.0 0.0 0.0
H -3.7053 1.7070 -2.7237 0.0 0.0 0.0
H -4.4940 4.0055 -2.3857 0.0 0.0 0.0
H -3.9901 5.2110 -0.2898 0.0 0.0 0.0
H -2.6391 4.1508 1.4651 0.0 0.0 0.0
H -2.8751 1.5421 3.4576 -0.1 0.0 0.1
H -2.1625 -0.0901 3.5415 0.0 0.0 0.0
H -3.4621 0.2653 2.3700 -0.1 0.0 0.0
H -0.7372 3.4196 2.8018 0.0 0.0 0.0
H 0.7017 2.7501 1.9674 -0.1 0.0 -0.1
H 0.1293 2.0304 3.4965 0.0 0.0 0.0
C 0.5789 -2.5288 -2.4747 0.1 -0.2 0.0
P 0.3483 -2.3101 -0.7010 0.0 0.0 -0.4
C -0.8949 -3.4897 -0.1639 0.0 -0.2 0.0
C 1.9237 -2.8050 0.0496 0.1 -0.2 -0.1
C 2.9928 -1.8191 -0.4033 0.0 -0.1 0.1
P 2.4423 -0.0879 -0.2048 0.1 -0.1 0.1
C 3.1877 0.6515 1.2503 0.2 0.1 0.0
C 3.1045 0.7712 -1.6309 0.0 0.0 -0.1
H 0.8478 -3.5690 -2.6786 0.0 0.0 0.0
H 1.3618 -1.8735 -2.8539 0.0 0.0 0.0
H -0.3338 -2.3005 -3.0121 0.0 0.0 -0.1
H -0.4774 -4.4965 -0.2530 -0.1 0.0 0.0
H -1.7715 -3.4268 -0.8069 0.0 0.0 0.0
H -1.1975 -3.3106 0.8662 0.0 0.0 0.0
H 2.1592 -3.8280 -0.2581 0.0 0.0 0.0
H 1.7976 -2.8084 1.1303 0.0 0.0 0.0
H 3.2013 -1.9540 -1.4669 0.0 0.0 0.0
H 3.9466 -1.9606 0.1104 0.0 0.0 0.1
H 4.2297 0.3268 1.3135 0.0 0.1 0.0
H 2.6470 0.3630 2.1445 0.0 0.0 0.0
H 3.1621 1.7370 1.1494 0.0 0.0 0.0
H 4.1694 0.5182 -1.6643 0.0 0.0 0.0
H 3.0017 1.8484 -1.5228 0.0 0.0 0.0
H 2.6271 0.4372 -2.5506 0.0 0.0 0.0
C 0.2871 -0.5198 5.1262 0.0 0.1 0.1
As 0.7999 -1.4987 3.5765 0.0 -0.1 0.0
C 2.6809 -1.7799 3.7217 0.1 0.0 0.0
C -0.0686 -3.1904 3.6441 -0.1 -0.1 0.0
O 0.3760 -0.6381 2.1598 0.1 -0.1 0.2
H 0.6207 -1.0899 5.9962 0.0 0.0 0.0
H -0.7930 -0.4092 5.1817 0.0 0.0 0.0
H 0.7808 0.4502 5.1374 0.0 0.0 0.0
H 2.8453 -2.4739 4.5486 0.0 0.0 0.0
H 3.1807 -0.8417 3.9556 0.0 0.0 0.0
H 3.0923 -2.2173 2.8150 0.0 0.0 0.0
H 0.1774 -3.6470 4.6053 0.0 0.0 0.0
H 0.2851 -3.8436 2.8487 0.0 0.0 0.0
H -1.1483 -3.0585 3.5872 0.0 0.0 0.0
C 0.5303 5.6759 -3.2688 0.0 -0.1 0.1
N 0.4842 4.4744 -2.4275 0.0 0.0 -0.1
C 0.2069 3.1510 -2.9538 0.0 0.1 0.0
C 0.3589 2.3250 -1.7035 -0.1 -0.2 -0.1
O 0.2074 1.0545 -1.7329 -0.1 0.4 0.6
N 0.6637 3.0542 -0.6572 0.0 0.1 -0.2
C 0.7406 4.3559 -1.1350 0.1 0.1 0.1
N 1.0482 5.3541 -0.3274 0.0 0.0 -0.1
H 1.3790 5.6237 -3.9486 0.0 0.0 0.0
H 0.6236 6.5655 -2.6525 0.0 0.0 0.0
H -0.3947 5.7534 -3.8364 0.0 0.0 0.0
H 0.9106 2.8553 -3.7358 0.0 0.0 0.0
H -0.8065 3.0751 -3.3560 0.0 0.0 0.0
H 1.2739 5.1672 0.6338 0.0 0.0 0.0
H 1.1541 6.3013 -0.6549 0.0 0.0 0.0
```
Positions in Å, forces in eV/Å.

Atomic partial charges in e from the Mulliken method, atoms 1 to 2:
1 Pd 1.606
2 C -1.548

---

Entry 2:
# C23H48BClFN2O6S

3 unconnected molecules or ions with the total composition C23H48BClFN2O6S in a non-equilibrium geometry (wB97M-V/def2-TZVPD, the Open Molecules 2025 dataset).

Properties
Net charge = -1
HOMO level = -0.1782 Eh
Electronic energy = -66643.8947 eV
ΔE to the lowest compared entry with this formula, charge and spin = 0.0 kcal/mol
Gap between HOMO and LUMO = 0.260 Ha

Geometry as XYZ:
```
83
Properties=species:S:1:pos:R:3:forces:R:3
C -3.0492 0.6799 2.6622 -0.6 -0.2 -0.3
C -2.3771 1.5479 2.1828 0.3 0.1 -0.1
C -1.5767 2.6495 1.6258 0.0 1.2 0.0
C -2.0850 3.9347 2.3428 -0.2 -0.4 0.4
C -3.4499 4.3790 1.8364 -0.1 -0.1 0.0
F -1.1640 4.9672 2.1921 -0.1 0.0 0.0
O -1.7756 2.8191 0.2593 -0.3 -0.3 0.0
B -0.4611 3.0204 -0.4588 0.4 -0.3 0.5
C -0.2528 1.7217 -1.4627 0.1 0.6 -0.2
C -1.5821 1.2893 -2.0966 0.2 -0.3 -0.2
C -2.2595 0.0704 -1.4701 -0.1 -0.1 0.0
C -1.3902 -1.1815 -1.6259 0.0 -0.2 -0.2
S -1.6740 -2.3349 -0.3128 -0.7 0.4 0.2
O -1.0410 -1.9292 0.9010 0.4 -0.1 -0.1
O -3.0599 -2.6867 -0.2637 0.1 -0.3 -0.2
Cl -0.6331 -3.9691 -1.0181 0.1 0.0 0.0
O 0.4927 3.1238 0.6977 0.0 0.0 -0.2
C -0.0384 2.5024 1.8046 0.6 -0.8 0.0
C 0.4102 1.0143 1.9102 -0.2 0.0 0.5
O 1.6687 0.8419 1.2840 -0.2 0.2 -0.5
O 1.8477 -0.5532 1.0253 0.2 -0.2 0.3
H -3.8012 -0.0411 2.8811 0.2 -0.1 0.3
H -2.1595 3.7317 3.4166 0.3 0.0 0.0
H -3.9035 3.6072 1.2200 0.0 0.0 -0.1
H -4.1284 4.5818 2.6643 0.0 0.2 0.0
H -3.3436 5.2751 1.2302 0.0 0.0 -0.1
H -0.3501 4.0805 -1.0680 -0.4 0.0 -0.2
H 0.2829 0.8957 -0.9839 -0.1 -0.1 0.2
H 0.4052 2.0458 -2.2762 0.1 -0.1 0.0
H -2.2959 2.1123 -2.0547 -0.1 0.0 0.0
H -1.4445 1.0465 -3.1582 0.0 0.0 -0.1
H -3.1839 -0.1326 -2.0119 -0.2 0.0 0.2
H -2.5197 0.2423 -0.4247 0.1 0.2 0.1
H -1.6464 -1.7392 -2.5261 0.0 0.0 -0.1
H -0.3201 -0.9819 -1.6426 0.1 0.1 0.1
H 0.2982 2.9693 2.7352 0.0 0.4 -0.1
H -0.3378 0.3425 1.4826 0.1 0.0 -0.3
H 0.5200 0.7337 2.9643 -0.2 -0.1 0.1
H 1.0058 -0.8322 0.6330 -0.1 0.1 0.0
C 3.3109 4.5553 0.7367 0.1 -0.1 -0.1
C 2.6869 5.9316 0.6024 0.0 -0.1 0.0
N 3.5431 7.0151 1.0745 0.0 0.1 0.1
C 2.8467 8.2756 1.2287 -0.1 0.1 0.1
C 2.2664 8.9433 -0.0258 0.0 0.1 0.0
C 4.8563 7.0828 0.4679 0.2 -0.1 0.0
C 4.9415 7.2064 -1.0606 0.1 0.1 0.0
H 3.6447 4.3751 1.7610 0.0 0.0 0.0
H 2.5605 3.8072 0.4848 0.0 0.0 0.1
H 4.1638 4.4162 0.0662 0.0 0.0 0.0
H 1.7713 5.9454 1.1983 0.0 0.1 0.0
H 2.3723 6.0738 -0.4426 0.0 0.0 0.0
H 3.5184 8.9821 1.7284 0.1 0.0 0.0
H 2.0249 8.1058 1.9312 0.0 -0.1 0.0
H 3.0437 9.3789 -0.6541 0.0 -0.1 0.0
H 1.5972 9.7559 0.2682 0.0 0.0 0.0
H 1.6867 8.2417 -0.6253 0.0 0.0 0.0
H 5.4079 6.1862 0.7622 -0.1 0.0 0.0
H 5.4010 7.9142 0.9268 -0.1 0.1 0.0
H 4.2782 6.4999 -1.5601 0.0 0.0 0.0
H 5.9605 6.9873 -1.3896 0.0 0.0 0.0
H 4.6988 8.2101 -1.4092 -0.1 0.0 0.0
C -1.9669 -7.0593 -0.1755 -0.1 -0.1 0.0
C -1.5649 -8.0090 -1.2930 -0.1 0.1 0.1
N -0.4877 -8.9083 -0.9200 0.1 -0.1 -0.1
C 0.1077 -9.6000 -2.0469 0.1 0.0 -0.1
C -0.7656 -10.5813 -2.8398 0.1 -0.1 0.0
C -0.7214 -9.7069 0.2688 0.0 0.0 0.2
C -1.9593 -10.6140 0.2969 0.0 -0.1 0.0
H -1.1023 -6.5193 0.2053 0.0 0.0 0.0
H -2.6826 -6.3283 -0.5511 0.0 0.0 0.0
H -2.4420 -7.5814 0.6569 0.0 0.0 0.0
H -1.2178 -7.4131 -2.1418 0.1 -0.1 0.0
H -2.4623 -8.5465 -1.6409 0.0 0.0 0.0
H 1.0006 -10.1239 -1.6939 0.0 0.0 0.1
H 0.4740 -8.8349 -2.7387 -0.1 0.0 0.0
H -0.9480 -11.5036 -2.2890 -0.1 0.0 0.0
H -0.2572 -10.8557 -3.7667 0.0 0.0 0.0
H -1.7270 -10.1439 -3.1106 0.0 0.0 0.0
H -0.7810 -9.0281 1.1231 0.0 0.0 0.0
H 0.1721 -10.3096 0.4512 0.0 0.0 -0.1
H -2.8544 -10.0916 -0.0432 0.0 0.0 0.0
H -2.1452 -10.9457 1.3205 0.0 0.0 0.0
H -1.8322 -11.5074 -0.3133 0.0 0.0 -0.1
```
Positions in Å, forces in eV/Å.

Atomic partial charges in e from the Mulliken method, atoms 1 to 2:
1 C -0.066
2 C -2.274

---

Entry 3:
# C23H48BrF21N4O25S7

12 unconnected molecules or ions with the total composition C23H48BrF21N4O25S7 in a non-equilibrium geometry (wB97M-V/def2-TZVPD, the Open Molecules 2025 dataset).

Properties
Net charge = -4
HOMO level = 0.0229 Eh
Electronic energy = -284734.6226 eV
Gap between HOMO and LUMO = 0.153 Ha

Geometry as XYZ:
```
129
Properties=species:S:1:pos:R:3:forces:R:3
C 1.3301 -7.1260 -2.6453 0.1 -0.9 1.3
C 0.2475 -6.3349 -3.3433 1.4 -0.6 -1.4
C -0.2620 -5.1503 -2.5734 -1.4 0.0 0.1
O -1.0785 -4.4658 -3.4980 0.5 0.3 -0.7
C -1.6324 -3.2163 -3.0925 -1.3 -0.4 0.8
N 0.8739 -5.8103 -4.6609 -0.4 0.6 0.3
H 0.9753 -4.7876 -4.5832 0.3 0.9 -0.1
H 1.7974 -6.1853 -4.8462 0.0 -0.1 0.1
H 0.2624 -5.9423 -5.4607 0.0 0.0 0.0
H 1.0459 -7.1294 -1.5879 0.4 0.1 0.1
H 2.3623 -6.7819 -2.7364 -0.3 0.9 0.1
H 1.4400 -8.1887 -2.8913 -0.7 0.0 -0.5
H -0.5363 -6.9807 -3.7353 -0.3 0.1 0.6
H 0.5489 -4.5706 -2.1173 0.1 0.2 -0.2
H -0.9497 -5.5185 -1.8039 0.6 -0.2 0.4
H -1.5742 -3.1096 -2.0065 0.9 0.4 0.0
H -2.7225 -3.2608 -3.1698 0.2 -0.3 -0.7
H -1.2750 -2.3860 -3.6926 0.5 0.0 0.3
C -1.4613 4.9428 0.3998 -0.6 -0.7 0.5
C 0.0418 4.8952 0.3567 0.6 -1.9 -0.2
C 0.7581 5.5622 1.5151 0.3 1.7 -1.4
O 2.1452 5.3151 1.3703 0.5 -0.7 -0.1
C 2.9394 5.9966 2.3013 -0.7 -0.4 0.9
N 0.4293 3.4199 0.4213 -1.8 0.4 1.3
H -0.1617 2.8702 -0.2198 0.8 -0.1 -0.7
H 1.4329 3.2613 0.3114 0.1 -0.2 -0.5
H 0.1028 3.1112 1.3466 0.4 -0.3 0.2
H -1.8856 5.9431 0.3675 0.1 0.0 -0.3
H -1.8814 4.4656 1.2930 0.3 0.3 0.3
H -1.8636 4.2926 -0.3800 0.0 0.6 -0.5
H 0.4427 5.1132 -0.6345 -0.1 0.9 0.2
H 0.3533 5.3607 2.5096 0.0 -0.4 0.0
H 0.6623 6.6381 1.2946 -0.4 0.1 0.5
H 4.0016 5.8295 2.1387 -0.1 0.1 -0.6
H 2.7316 5.5837 3.3002 0.0 0.2 0.1
H 2.6689 7.0585 2.3236 0.3 0.1 -0.1
C 1.5176 -1.0533 5.4918 -0.2 0.1 -0.5
C 2.8740 -0.3599 5.3371 -0.2 0.2 0.8
C 3.2726 -0.0356 3.9179 0.2 -0.7 -1.7
O 2.6039 1.1179 3.4670 0.4 0.1 1.4
C 3.3329 1.7997 2.4694 0.6 -0.6 -1.0
N 2.8501 0.9999 6.0395 -0.2 -0.4 -0.6
H 3.7278 1.4724 5.8362 0.0 0.1 0.1
H 2.0891 1.5418 5.5918 -0.7 0.6 0.0
H 2.6878 0.9305 7.0384 -0.1 0.0 0.0
H 1.2989 -1.4077 6.4989 0.1 0.3 0.1
H 1.3999 -1.9201 4.8394 0.6 -0.1 0.0
H 0.7168 -0.4018 5.1351 0.1 0.2 0.3
H 3.6756 -0.8439 5.8956 0.0 -0.6 -0.4
H 3.0126 -0.8232 3.1989 0.0 -0.4 1.0
H 4.3569 -0.0142 3.7394 0.2 0.7 0.6
H 2.7404 2.6317 2.1013 0.2 0.3 0.4
H 3.5387 1.1656 1.5958 -0.3 0.0 0.2
H 4.3497 2.0314 2.8146 -0.2 0.6 0.2
C 1.3134 -0.5016 1.6190 1.4 -0.9 0.6
C 0.7693 -1.0004 0.3060 -0.8 0.6 -0.4
C -0.7535 -0.7443 0.2461 0.4 -0.2 -0.2
O -1.0643 0.6355 0.3217 0.3 0.1 0.1
C -2.3964 0.8884 -0.0998 -0.4 -0.9 -0.3
N 1.4946 -0.2871 -0.7962 -0.4 0.5 0.0
H 1.3877 0.7310 -0.7204 0.3 0.1 0.0
H 2.4737 -0.5886 -0.7249 0.2 0.1 -0.6
H 1.1324 -0.4520 -1.7491 0.2 -0.5 -0.1
H 2.3760 -0.7471 1.7745 -0.1 0.2 -1.4
H 0.9744 -1.0862 2.4798 -1.1 0.3 -0.2
H 1.2444 0.5716 1.7872 -0.7 -0.2 -0.1
H 1.0046 -2.0358 0.0521 -0.3 -0.2 0.7
H -1.2248 -1.2430 1.0973 0.1 -0.2 0.0
H -1.1313 -1.2098 -0.6704 -0.2 0.2 -0.1
H -2.6823 1.9295 0.0127 0.4 0.1 0.0
H -3.1202 0.2893 0.4633 0.2 0.1 0.3
H -2.5353 0.5607 -1.1340 0.2 0.3 -0.2
C -5.5884 2.5228 1.0553 0.1 1.5 1.0
F -6.7933 1.9504 1.0268 -0.2 -0.2 -0.5
F -4.7899 1.6893 1.7369 0.2 0.1 -0.2
F -5.1120 2.6657 -0.1879 -0.2 -0.3 0.0
S -5.7482 4.2120 1.9545 0.3 -0.4 -0.2
O -4.4242 4.8288 1.9086 -0.6 -0.5 -0.1
O -6.7614 4.9235 1.1745 0.4 -0.5 0.5
O -6.1495 3.7271 3.2686 -0.1 0.4 -0.3
C -1.6823 2.0851 -4.0397 1.2 0.4 0.4
F -2.7382 2.1172 -3.2279 -0.1 0.1 0.2
F -1.5538 0.8517 -4.4967 -0.1 -0.2 -0.2
F -1.9360 2.9194 -5.0695 -0.1 -0.2 0.0
S -0.0842 2.6600 -3.1869 0.3 0.2 0.6
O 0.9663 2.4853 -4.1537 -0.6 0.0 -0.1
O -0.3948 4.0364 -2.8228 -0.2 0.1 -0.1
O 0.0361 1.8247 -1.9820 -0.5 -0.1 -0.5
C 5.4195 3.4679 -0.3510 -1.1 -0.8 -0.8
F 5.3751 3.4967 0.9898 0.1 0.3 0.3
F 5.2275 4.7104 -0.8064 0.1 0.2 0.1
F 6.6442 3.0689 -0.7175 0.0 0.3 0.2
S 4.1681 2.2111 -1.0237 0.7 -2.2 -1.2
O 4.6001 1.0519 -0.2494 -0.3 0.6 0.5
O 2.8011 2.6262 -0.7562 0.2 0.8 0.8
O 4.4639 2.0657 -2.4237 0.3 1.0 0.3
C -5.4259 -2.7331 -2.4329 0.8 -0.6 -1.2
F -6.5813 -2.2898 -1.9558 -0.1 0.1 0.6
F -4.6070 -1.6895 -2.6427 -0.4 0.2 -0.2
F -4.7837 -3.4965 -1.5398 -0.5 -0.1 0.4
S -5.7730 -3.7450 -3.9844 -0.4 -1.9 -0.5
O -6.6645 -2.9215 -4.7650 0.1 0.9 -0.1
O -4.4963 -4.0813 -4.5900 0.1 0.9 0.3
O -6.4424 -4.9426 -3.4853 0.0 0.4 0.7
C -1.8972 1.5361 4.6673 -0.2 0.9 0.0
F -2.8379 1.8167 3.7845 0.2 -0.2 -0.2
F -2.4694 1.6128 5.8827 0.3 -0.1 0.2
F -1.4580 0.2909 4.4984 0.1 -0.3 -0.1
S -0.5036 2.7609 4.5294 0.2 1.1 -0.8
O 0.4607 2.3014 5.5238 0.5 -0.7 0.8
O 0.0046 2.6456 3.1766 -0.2 -0.5 0.0
O -1.0729 4.0507 4.8220 -0.2 -0.3 0.3
C 0.7319 -1.0665 -6.5955 1.6 -0.4 0.8
F -0.1784 -1.9784 -6.9517 -0.4 0.3 -0.2
F 1.6257 -0.9622 -7.6080 -0.2 -0.2 -0.3
F 0.2016 0.1305 -6.4442 -0.5 -0.1 -0.1
S 1.6879 -1.6220 -5.0548 0.6 0.3 2.1
O 2.9985 -1.0563 -5.2351 -0.3 0.0 -0.6
O 0.9400 -1.0726 -3.9241 -0.1 -0.3 -0.9
O 1.6875 -3.0903 -5.0781 -0.6 -0.2 -0.7
C -1.2547 -4.3332 1.5458 0.1 -0.6 0.7
F -1.3897 -3.8070 0.3350 0.1 0.1 -0.2
F -0.6367 -3.4320 2.3392 0.2 0.1 -0.2
F -2.4756 -4.5014 2.0717 -0.2 0.0 -0.2
S -0.3311 -5.9522 1.5618 1.5 -0.7 1.3
O -0.5603 -6.4339 2.9201 -0.5 0.3 -0.3
O -0.9349 -6.7618 0.5299 -0.4 0.2 -0.5
O 1.0655 -5.6062 1.3503 -0.7 0.4 -0.4
Br 3.8080 -3.0248 -1.7150 -0.2 0.0 0.3
```
Positions in Å, forces in eV/Å.

Atomic partial charges in e from the Mulliken method, atoms 1 to 2:
1 C -1.389
2 C 0.248